<A>
The following is a DFT calculation (ωB97M-V/def2-TZVPD) of C2H3NO3 in the gas phase.

Positions of all 9 atoms, in Å:
C 0.978 -0.697 0.879
C 0.577 -0.579 -0.392
O -0.612 -0.092 -0.949
N -1.352 1.109 -0.432
O -0.941 1.551 0.554
O -2.260 1.403 -1.122
H 1.814 -1.328 1.030
H 0.653 -0.068 1.611
H 1.144 -1.300 -1.179

Its LUMO energy is 0.31 eV. Its orbital gap is 0.37986 hartree. The value obtained for the HOMO energy is -10.03 eV. The SMILES is C=CO[N+](=O)[O-].


<B>
The following is a DFT calculation (ωB97M-V/def2-TZVPD) of a 2-piece molecular cluster, C2H3NO3 overall.

Positions of all 9 atoms, in Å:
O 2.399 -2.723 1.086
C 1.320 -2.596 1.510
O 0.462 -2.498 2.273
C 0.793 -0.165 -0.559
N -0.149 -1.252 -0.636
O 0.158 -2.296 -0.118
H 0.958 0.169 -1.511
H 0.471 0.643 0.036
H 1.823 -0.517 0.028

Its LUMO energy is -0.73 eV. Its orbital gap is 0.34000 hartree. The value obtained for the HOMO energy is -9.98 eV. The SMILES is O=C=O.CN=O.


Result of the stability comparison: <A> is the least stable of them.


<A>
The following is a DFT calculation (ωB97M-V/def2-TZVPD) of a 4-piece molecular cluster, C3H13NO4 overall.

Positions of all 21 atoms, in Å:
C -1.427 0.647 1.950
N -0.190 -0.123 2.396
C 0.705 -0.214 1.260
C 1.312 -1.547 0.980
O 2.055 -1.823 0.014
H -1.218 1.749 1.767
H -1.676 0.450 0.904
H -2.183 0.519 2.584
H 0.227 0.187 3.230
H 1.735 0.402 1.395
H 0.308 0.071 0.275
H 0.944 -2.197 1.649
O 0.074 -2.281 -2.163
H -0.554 -2.896 -2.201
H 0.430 -1.850 -1.282
O -0.580 2.510 -1.333
H -0.801 2.000 -2.149
H -1.245 3.158 -1.277
O 0.816 0.356 -2.296
H 0.252 -0.245 -2.784
H 1.019 1.127 -2.919

Its LUMO energy is 0.53 eV. Its orbital gap is 0.35095 hartree. The value obtained for the HOMO energy is -9.02 eV. The SMILES is CNCC=O.O.O.O.


<B>
The following is a DFT calculation (ωB97M-V/def2-TZVPD) of a 4-piece molecular cluster, C3H13NO4 overall.

Positions of all 21 atoms, in Å:
C -0.223 -1.599 2.292
C -0.186 -0.152 1.598
C 0.667 -0.155 0.380
N 1.170 1.098 0.206
O 0.656 -0.984 -0.505
H -0.212 -2.254 1.458
H -1.191 -1.547 2.826
H 0.653 -1.533 2.853
H -1.187 0.154 1.296
H 0.210 0.532 2.362
H 1.286 1.781 0.980
H 1.589 1.290 -0.729
O -1.478 2.339 -0.427
H -1.425 3.114 -1.063
H -2.017 1.703 -0.969
O -2.224 -0.159 -1.948
H -2.670 -0.981 -2.176
H -1.354 -0.489 -1.592
O 2.915 -0.571 -2.111
H 2.114 -0.880 -1.672
H 2.905 -0.707 -3.059

Its LUMO energy is 0.61 eV. Its orbital gap is 0.39849 hartree. The value obtained for the HOMO energy is -10.23 eV. The SMILES is CCC(N)=O.O.O.O.


<C>
The following is a DFT calculation (ωB97M-V/def2-TZVPD) of a 4-piece molecular cluster, C3H13NO4 overall.

Positions of all 21 atoms, in Å:
C -1.881 -1.077 -0.852
C -1.537 0.439 -0.801
N -1.912 0.990 0.512
C 0.037 0.585 -0.972
O 0.744 0.366 -0.030
H -2.980 -1.172 -0.871
H -1.352 -1.427 0.060
H -1.421 -1.695 -1.607
H -1.982 0.968 -1.640
H -1.164 0.990 1.207
H -2.586 0.501 1.106
H 0.353 0.995 -1.929
O -0.558 -0.962 2.396
H -0.195 -0.486 3.161
H 0.046 -0.644 1.715
O 2.746 -0.628 -1.616
H 2.317 -1.476 -1.764
H 3.276 -0.678 -0.818
O 3.042 1.455 0.929
H 2.498 2.061 1.455
H 2.508 0.896 0.360

Its LUMO energy is 0.44 eV. Its orbital gap is 0.36350 hartree. The value obtained for the HOMO energy is -9.45 eV. The SMILES is C[C@@H](N)C=O.O.O.O.


<D>
The following is a DFT calculation (ωB97M-V/def2-TZVPD) of a 3-piece molecular cluster, C3H13NO4 overall.

Positions of all 21 atoms, in Å:
N 0.049 1.576 -1.103
C 0.396 0.512 -0.129
C 1.309 -0.618 -0.614
O 0.506 -1.834 -0.383
C 0.975 1.318 1.088
O 0.921 0.557 2.271
H 0.917 1.873 -1.508
H -0.789 1.406 -1.640
H -0.523 -0.040 0.066
H 2.226 -0.853 -0.022
H 1.605 -0.608 -1.640
H 0.969 -2.565 0.022
H 0.333 2.251 1.224
H 2.028 1.610 1.041
H -0.040 0.548 2.556
O -1.903 0.112 -2.801
H -1.628 -0.684 -2.313
H -2.801 0.047 -2.422
O -1.726 -1.228 2.225
H -1.138 -1.277 1.465
H -1.686 -2.103 2.618

Its LUMO energy is 0.51 eV. Its orbital gap is 0.34381 hartree. The value obtained for the HOMO energy is -8.84 eV. The SMILES is NC(CO)CO.O.O.


Result of the stability comparison: <A> is the least stable of them.


<A>
The following is a DFT calculation (ωB97M-V/def2-TZVPD) of a 4-piece molecular cluster, C3H13NO4 overall.

Positions of all 21 atoms, in Å:
C -0.683 0.345 -0.080
N 0.096 -0.772 0.382
C 1.031 -0.607 1.481
C 0.081 -1.935 -0.307
O -0.535 -2.078 -1.351
H -1.665 0.307 0.374
H -0.681 0.356 -1.170
H -0.324 1.326 0.218
H 2.001 -1.067 1.327
H 0.672 -0.951 2.452
H 1.166 0.447 1.639
H 0.670 -2.762 0.090
O -3.180 -2.824 0.726
H -2.708 -2.048 0.408
H -2.801 -3.557 0.230
O -0.061 3.493 -1.998
H -0.077 2.942 -1.203
H -0.440 2.964 -2.718
O 2.210 2.160 0.124
H 2.134 1.710 -0.733
H 3.092 2.551 0.109

Its LUMO energy is 0.34 eV. Its orbital gap is 0.36817 hartree. The value obtained for the HOMO energy is -9.68 eV. The SMILES is CN(C)C=O.O.O.O.


<B>
The following is a DFT calculation (ωB97M-V/def2-TZVPD) of C3H13NO4 as an isolated structure.

Positions of all 21 atoms, in Å:
C 0.550 1.657 0.401
N 0.197 1.180 -0.807
C 1.241 0.722 -1.725
C 1.853 -0.639 -1.335
O -0.192 1.717 1.365
H 1.602 1.989 0.406
H -0.622 0.594 -0.854
H 2.036 1.448 -1.703
H 0.799 0.669 -2.718
H 1.184 -1.430 -1.648
H 1.944 -0.686 -0.251
H 2.801 -0.721 -1.858
H -1.927 -1.015 0.139
H -2.767 -0.693 -1.137
O -1.873 -0.806 -0.802
H -0.698 0.608 1.836
H -1.455 -0.487 2.697
O -0.754 -0.339 2.053
H 0.188 -2.939 0.251
H -0.429 -1.850 1.173
O -0.515 -2.782 0.885

Its LUMO energy is 0.70 eV. Its orbital gap is 0.39794 hartree. The value obtained for the HOMO energy is -10.13 eV.


Result of the stability comparison: <A> is the least stable of them.


<A>
The following is a DFT calculation (ωB97M-V/def2-TZVPD) of C3H3Br2N as an isolated structure.

Positions of all 9 atoms, in Å:
C -0.472 -1.499 0.538
C 0.607 1.367 0.450
C -0.322 -0.683 -0.588
N -0.602 -2.067 1.545
Br 1.001 -1.236 -1.827
Br -1.984 -0.120 -1.552
H 0.654 2.070 -0.293
H 1.419 0.877 0.775
H -0.303 1.293 0.953

Its LUMO energy (alpha / beta) is -1.62 / -0.84 eV. Its orbital gap (alpha / beta) is 0.28415 / 0.31009 hartree. The value obtained for the HOMO energy (alpha / beta) is -9.35 / -9.28 eV.


<B>
The following is a DFT calculation (ωB97M-V/def2-TZVPD) of C3H3Br2N as an isolated structure.

Positions of all 9 atoms, in Å:
C 0.430 -2.112 0.391
C -0.251 1.034 0.440
C 0.026 0.205 -0.797
N 0.221 -2.972 1.115
Br 1.617 0.567 -1.708
Br -1.344 -0.507 -1.960
H 0.473 0.871 1.217
H -1.023 0.739 1.021
H -0.149 2.174 0.281

Its LUMO energy (alpha / beta) is -2.60 / -2.60 eV. Its orbital gap (alpha / beta) is 0.26555 / 0.26558 hartree. The value obtained for the HOMO energy (alpha / beta) is -9.82 / -9.82 eV.


Result of the stability comparison: <B> is the least stable of them.


<A>
The following is a DFT calculation (ωB97M-V/def2-TZVPD) of C5H13NOS in the gas phase.

Positions of all 21 atoms, in Å:
O 3.413 -1.231 -0.582
C 2.270 -1.967 -0.103
C 1.023 -1.414 -0.762
C 0.845 0.101 -0.588
N -0.254 0.490 0.335
C -1.515 0.912 -0.221
C -2.221 1.834 0.765
S -4.021 1.710 0.548
H 4.102 -1.183 0.083
H 2.240 -1.928 0.986
H 2.444 -2.989 -0.439
H 0.189 -2.007 -0.388
H 1.134 -1.578 -1.825
H 1.727 0.512 -0.110
H 0.649 0.631 -1.512
H -0.339 -0.109 1.142
H -1.291 1.537 -1.092
H -2.198 0.111 -0.529
H -1.764 2.822 0.825
H -2.032 1.448 1.779
H -4.400 2.300 1.687

Its LUMO energy is 0.89 eV. Its orbital gap is 0.34448 hartree. The value obtained for the HOMO energy is -8.49 eV. The SMILES is OCCCNCCS.


<B>
The following is a DFT calculation (ωB97M-V/def2-TZVPD) of C5H13NOS as an isolated structure.

Positions of all 21 atoms, in Å:
C -1.223 -0.569 1.062
O -2.518 -0.794 1.584
C -1.419 0.289 -0.208
C -0.109 0.687 -0.997
C 0.042 1.513 0.139
S 1.958 -0.996 0.714
C 3.486 -0.317 -0.031
N -2.212 -0.587 -1.136
H -0.717 -1.495 0.780
H -0.588 -0.063 1.795
H -2.421 -1.429 2.300
H -2.205 1.023 -0.020
H -0.363 1.191 -1.926
H 0.568 -0.165 -1.088
H -0.329 2.529 0.100
H 0.782 1.214 0.886
H 4.065 -1.126 -0.475
H 4.117 0.142 0.730
H 3.277 0.430 -0.803
H -2.514 -0.088 -1.964
H -1.676 -1.390 -1.443

Its LUMO energy is -1.81 eV. Its orbital gap is 0.17447 hartree. The value obtained for the HOMO energy is -6.56 eV.


<C>
The following is a DFT calculation (ωB97M-V/def2-TZVPD) of C5H13NOS in the gas phase.

Positions of all 21 atoms, in Å:
C 0.785 0.285 -2.333
N -0.562 0.405 -1.875
S -0.886 -0.003 -0.229
C -1.407 1.646 0.298
O -2.022 -0.859 -0.335
C -0.009 -0.562 1.132
C 0.212 -2.038 1.301
C 1.180 0.300 1.521
H 1.237 1.133 -1.913
H 1.316 -0.516 -1.937
H 0.792 0.405 -3.360
H -1.164 -0.155 -2.401
H -2.411 1.716 -0.270
H -1.529 1.611 1.325
H -0.509 2.352 -0.073
H 0.593 -2.155 2.263
H 0.851 -2.520 0.658
H -0.800 -2.614 1.141
H 2.129 -0.207 1.330
H 1.088 1.358 1.119
H 1.118 0.418 2.635

Its LUMO energy is 0.75 eV. Its orbital gap is 0.30155 hartree. The value obtained for the HOMO energy is -7.45 eV. The SMILES is CN[S@@](C)(=O)=C(C)C.


Result of the stability comparison: <B> is the least stable of them.


<A>
The following is a DFT calculation (ωB97M-V/def2-TZVPD) of C4H9NOS in the gas phase.

Positions of all 16 atoms, in Å:
C -2.665 -0.826 -0.809
C -2.047 -0.620 0.561
O -0.560 -0.496 0.562
C 0.063 0.657 0.050
C -0.792 1.876 0.073
N 1.282 0.647 -0.437
S 2.604 -0.515 -0.076
H -3.735 -0.721 -0.881
H -2.410 -1.972 -0.922
H -2.086 -0.073 -1.539
H -2.243 0.229 1.359
H -2.278 -1.359 1.357
H -1.973 1.667 -0.187
H -0.182 2.739 -0.445
H -0.725 2.277 1.038
H 2.130 -1.623 0.758

Its LUMO energy is 0.80 eV. Its orbital gap is 0.33703 hartree. The value obtained for the HOMO energy is -8.37 eV. The SMILES is CCO/C(C)=N\S.


<B>
The following is a DFT calculation (ωB97M-V/def2-TZVPD) of C4H9NOS in the gas phase.

Positions of all 16 atoms, in Å:
C 2.835 -0.552 -0.236
C -1.264 1.005 0.514
C -0.615 0.099 -0.487
C 0.210 -1.132 0.092
N 1.394 -0.699 0.786
O 5.094 0.464 -0.504
S 3.806 0.705 0.124
H 3.097 -1.474 -0.907
H -2.007 1.719 -0.025
H -1.795 0.454 1.262
H -0.507 1.693 0.989
H -0.050 0.557 -1.374
H -1.469 -0.340 -1.014
H -0.441 -1.531 0.845
H 0.348 -1.920 -0.658
H 1.180 0.181 1.312

Its LUMO energy is -0.09 eV. Its orbital gap is 0.31649 hartree. The value obtained for the HOMO energy is -8.70 eV.


Result of the stability comparison: <B> is the least stable of them.


<A>
The following is a DFT calculation (ωB97M-V/def2-TZVPD) of a 4-piece molecular cluster, C4H14N2O5 overall.

Positions of all 25 atoms, in Å:
C -1.102 -0.038 1.399
C 0.122 -0.073 0.471
N -0.183 -0.602 -0.878
C 1.220 -0.912 1.122
O 1.153 -1.292 2.281
N 2.423 -1.186 0.468
C 2.722 -0.894 -0.896
O 3.808 -1.245 -1.298
H -0.832 0.271 2.470
H -1.824 0.660 1.033
H -1.575 -1.017 1.510
H 0.479 0.958 0.396
H -0.862 -1.454 -0.860
H -0.575 0.114 -1.448
H 3.102 -1.716 0.989
H 1.968 -0.387 -1.519
O 0.638 3.199 0.358
H 0.479 3.493 1.251
H 1.450 3.587 0.045
O -2.506 -2.731 -0.766
H -3.135 -2.943 -0.021
H -2.981 -2.928 -1.542
O -1.235 2.082 -1.770
H -2.075 2.553 -1.716
H -0.678 2.497 -1.081

Its LUMO energy is 0.19 eV. Its orbital gap is 0.33526 hartree. The value obtained for the HOMO energy is -8.93 eV. The SMILES is C[C@H](N)C(=O)NC=O.O.O.O.


<B>
The following is a DFT calculation (ωB97M-V/def2-TZVPD) of a 4-piece molecular cluster, C4H14N2O5 overall.

Positions of all 25 atoms, in Å:
N -1.881 1.436 0.660
C -0.738 0.803 1.033
O 0.243 1.522 1.199
C -0.788 -0.714 1.161
C -0.296 -1.318 -0.188
N 1.127 -1.188 -0.305
C -0.755 -2.805 -0.260
O 0.008 -3.711 -0.079
H -1.751 2.390 0.378
H -2.758 0.952 0.661
H -1.869 -0.949 1.226
H -0.180 -1.044 1.985
H -0.814 -0.770 -0.988
H 1.488 -1.373 -1.230
H 1.563 -1.361 0.589
H -1.801 -3.067 -0.563
O -1.632 1.965 -2.440
H -1.674 2.894 -2.166
H -0.694 1.881 -2.164
O 1.079 2.223 -1.330
H 1.686 1.475 -1.303
H 1.047 2.421 -0.379
O 2.918 0.247 1.279
H 2.829 1.177 1.542
H 2.751 0.401 0.343

Its LUMO energy is 0.44 eV. Its orbital gap is 0.35629 hartree. The value obtained for the HOMO energy is -9.26 eV. The SMILES is NC(=O)C[C@@H](N)C=O.O.O.O.


Result of the stability comparison: <B> is the least stable of them.